Entry 1:
C5H10O2 | ωB97M-V/def2-TZVPD

The geometry in XYZ format:
```
17
Properties=species:S:1:pos:R:3:forces:R:3:mulliken_charge:R:1
C -0.19201 -2.05245 -0.75659 0.318 0.213 0.077 -0.63
O -0.28325 -1.24548 0.43713 1.260 0.625 0.405 -0.43
C 0.04453 0.46383 0.31701 -0.104 -0.654 -0.108 1.48
C 1.06291 0.72967 -0.75067 -0.070 -0.302 -0.061 -1.56
C 0.24319 1.31831 1.57981 -0.036 -0.565 0.038 -1.49
C -1.36432 0.22501 -0.02169 -0.694 1.083 -0.555 -0.14
O -1.78177 0.23168 -1.16509 -0.468 0.020 0.094 -0.60
H -0.77820 -1.65616 -1.60248 0.165 0.175 0.387 0.30
H -0.59352 -3.06064 -0.55254 0.114 0.554 0.411 0.24
H 0.85217 -2.16656 -1.05023 0.019 0.036 -0.079 0.24
H 0.72695 0.32399 -1.70273 0.148 0.004 -0.019 0.36
H 2.00930 0.27819 -0.43435 -0.066 -0.013 -0.173 0.36
H 1.26138 1.80481 -0.87965 -0.320 -0.273 0.203 0.41
H 1.24597 1.75732 1.68621 -0.196 -0.514 -0.131 0.37
H -0.45359 2.17772 1.51703 0.170 -0.485 -0.195 0.35
H -0.02299 0.78351 2.48866 0.047 -0.091 0.076 0.39
H -1.97676 0.08726 0.89016 -0.287 0.186 -0.369 0.34
```
Forces are in eV/Å.

## Properties
HOMO (Eh): -0.3361
Kohn-Sham gap (eV): 9.97

---

Entry 2:
C5H10O2P | ωB97M-V/def2-TZVPD

The geometry in XYZ format:
```
18
Properties=species:S:1:pos:R:3:forces:R:3:mulliken_charge:R:1
C 0.20505 -0.22825 0.45285 0.530 0.029 0.034 0.52
C -0.65097 0.51524 -0.23194 -1.727 0.641 1.347 0.25
C -0.09905 -0.57828 1.86240 -0.861 -1.053 -1.240 -1.30
C 1.48546 -0.82656 -0.15652 -2.178 -1.126 1.450 -1.10
C -0.45644 0.89061 -1.67514 -2.889 0.701 0.271 -1.25
O -3.51362 -0.18545 1.21652 0.437 -0.184 -0.947 -0.66
O -2.37579 1.76766 2.27653 0.922 1.212 0.288 -0.66
P -2.66016 1.02923 1.03489 0.665 -1.637 -0.945 0.63
H -1.02484 -0.11915 2.13140 -0.271 0.096 0.655 0.29
H 0.66260 -0.28880 2.50536 1.517 0.655 1.430 0.34
H -0.20998 -1.65839 1.94339 -0.045 -0.296 0.160 0.27
H 1.55225 -1.87916 0.25588 0.092 0.883 -0.792 0.26
H 2.36674 -0.31475 0.15808 0.752 0.554 -0.175 0.25
H 1.22077 -0.79252 -1.19501 1.070 -0.378 -0.739 0.26
H -1.54059 1.04884 -2.08877 2.099 0.234 0.264 0.26
H 0.22869 1.71538 -1.86411 -0.412 0.569 0.179 0.24
H -0.03308 0.10829 -2.23804 0.368 -1.363 -0.837 0.47
H -3.20566 1.81563 0.02339 -0.068 0.463 -0.405 -0.05
```
Forces are in eV/Å.

## Properties
Total charge: -1
HOMO (Eh): -0.1518
Kohn-Sham gap (eV): 7.96

---

Entry 3:
C5H10O2S | ωB97M-V/def2-TZVPD

The geometry in XYZ format:
```
18
Properties=species:S:1:pos:R:3:forces:R:3:mulliken_charge:R:1
C -2.21876 -0.25284 -0.21304 0.291 -0.324 0.169 -1.31
C -0.87042 0.21083 0.39490 0.267 -0.523 -0.671 0.49
C -0.04338 1.09405 -0.56310 0.573 -1.063 0.230 -0.77
O 1.11402 1.66837 0.05067 -0.533 0.428 -0.008 -0.43
C 2.10892 0.84051 0.58283 0.142 -1.078 -0.372 -0.29
S 2.25363 -0.74105 -0.34900 1.154 -0.119 0.076 -0.17
C 0.69961 -1.63575 -0.03541 -0.700 0.202 1.174 -0.28
O -0.06547 -0.87542 0.91263 -0.141 -0.865 -0.554 -0.47
H -2.05161 -0.84050 -1.13806 -0.166 0.193 0.509 0.28
H -2.83317 0.61790 -0.47946 0.217 -0.139 0.046 0.40
H -2.80660 -0.85471 0.52551 0.656 0.402 -0.636 0.32
H -1.06676 0.75283 1.29707 -0.186 0.583 0.458 0.30
H 0.22893 0.52805 -1.48646 -0.003 0.197 0.659 0.32
H -0.61621 1.92491 -0.90842 -0.518 0.676 -0.023 0.45
H 3.09391 1.29796 0.37823 -0.433 -0.092 0.058 0.29
H 2.04332 0.66782 1.67657 -0.401 0.043 -0.650 0.27
H 0.19077 -1.70385 -0.98664 -0.280 -0.052 -0.322 0.26
H 0.83925 -2.69910 0.34117 0.060 1.531 -0.143 0.33
```
Forces are in eV/Å.

## Properties
SMILES string: C[C@@H]1COCSCO1
HOMO (Eh): -0.3239
Kohn-Sham gap (eV): 9.66

---

Entry 4:
C5H10O2S | ωB97M-V/def2-TZVPD

The geometry in XYZ format:
```
18
Properties=species:S:1:pos:R:3:forces:R:3:mulliken_charge:R:1
C -2.99982 -0.14951 0.75386 -1.537 0.774 -1.325 -0.86
C -2.43850 -0.29201 -0.71870 0.486 0.384 0.832 -0.32
O -1.05942 -0.84163 -0.59585 0.434 1.696 0.508 -0.41
C -0.14168 0.11160 -0.28351 -0.516 -0.784 -0.696 0.59
S -0.38410 1.71606 -0.25900 -0.421 1.254 0.120 -0.38
O 1.03138 -0.41534 -0.07260 0.307 -1.332 -0.465 -0.34
C 2.17966 0.45331 0.06239 -1.070 1.837 0.559 -0.36
C 3.45281 -0.40921 -0.01485 -1.207 0.735 1.140 -1.03
H -2.84129 -1.03259 1.35344 0.324 -0.400 -0.072 0.30
H -4.15300 0.00835 0.77550 1.994 0.002 -0.283 0.31
H -2.49115 0.70682 1.21947 -0.392 -0.305 -0.056 0.27
H -2.91503 -1.09830 -1.29601 -0.118 0.666 0.134 0.28
H -2.33766 0.74499 -1.24806 -0.569 -2.159 0.835 0.33
H 2.02963 1.29462 -0.67366 0.676 -1.098 0.286 0.39
H 1.93003 1.01886 1.03282 1.210 -0.977 -0.948 0.34
H 3.18069 -1.28596 0.61485 0.919 0.491 -0.251 0.29
H 3.66808 -0.74791 -1.01989 -0.053 0.046 -0.197 0.29
H 4.28940 0.21786 0.36981 -0.467 -0.830 -0.121 0.33
```
Forces are in eV/Å.

## Properties
SMILES string: CCOC(=S)OCC
HOMO (Eh): -0.3220
Kohn-Sham gap (eV): 9.65

---

Entry 5:
C5H10O2S | ωB97M-V/def2-TZVPD

The geometry in XYZ format:
```
18
Properties=species:S:1:pos:R:3:forces:R:3:mulliken_charge:R:1
C -0.75394 0.53436 -0.66398 -0.903 1.468 -0.219 -0.21
C -1.98420 0.96252 -1.80347 2.529 -3.642 -1.767 -0.11
C -0.24055 -0.90461 1.42245 0.782 -0.204 2.356 -0.98
C 2.01254 0.32914 -1.69185 -1.299 0.375 1.928 -0.96
C -0.98917 0.28530 0.85297 0.693 0.784 -0.682 -0.44
O -2.88901 1.65536 -2.08772 -0.956 2.363 2.078 -0.38
O 1.45722 1.77022 0.46912 1.453 0.268 4.107 -0.55
S 0.86972 1.60597 -0.80721 -1.537 -0.573 -5.147 0.48
H -0.36238 -0.28568 -1.21320 -0.324 -1.260 -0.078 0.28
H -1.85475 0.20644 -2.67671 0.790 0.158 1.191 0.21
H -0.71557 -1.44518 2.32434 0.284 1.037 -1.502 0.28
H 0.68989 -0.46372 1.83741 -0.233 -0.636 -0.240 0.26
H 0.06130 -1.66912 0.73913 -0.048 -0.454 -0.704 0.29
H 2.96698 0.60163 -1.22053 -0.168 -0.226 -0.670 0.35
H 1.69573 -0.67605 -1.43830 0.165 -0.214 0.636 0.29
H 1.91085 0.33516 -2.74880 0.307 0.786 -0.992 0.37
H -2.00536 0.28051 1.15885 -1.134 -0.016 -0.274 0.48
H -0.53222 1.15386 1.34811 -0.400 -0.013 -0.023 0.34
```
Forces are in eV/Å.

## Properties
HOMO (Eh): -0.3324
Kohn-Sham gap (eV): 9.57

---

Entry 6:
C5H10O3 | ωB97M-V/def2-TZVPD

The geometry in XYZ format:
```
18
Properties=species:S:1:pos:R:3:forces:R:3:mulliken_charge:R:1
C -0.83838 0.63650 -0.60915 1.830 -1.230 -0.306 -0.24
C 0.56887 -0.61892 -0.13717 -2.309 0.921 -1.442 0.44
C 1.24459 -0.26087 1.09758 -0.847 2.905 1.609 -1.17
C 1.38993 -0.63311 -1.40634 -0.083 -0.094 0.157 -1.49
C -1.29426 1.03583 0.68994 1.464 -0.182 2.858 0.48
O -2.36564 0.32357 1.13862 -0.118 0.366 -0.414 -0.50
O -1.73008 0.03765 -1.47961 -0.036 -0.103 0.085 -0.52
O -0.55584 1.64382 1.49690 -2.365 0.183 -1.517 -0.63
H -2.50830 0.53112 2.07270 0.163 0.080 -0.031 0.34
H -2.33522 -0.51424 -0.96683 0.039 0.052 -0.045 0.35
H -0.26674 1.40559 -1.11709 -0.050 0.010 0.011 0.48
H -0.07178 -1.49630 -0.03735 -0.025 -0.017 -0.219 0.28
H 1.97283 0.28312 -1.49843 0.054 0.041 0.023 0.37
H 0.79993 -0.69710 1.98989 0.248 -0.623 -0.063 0.33
H 2.32691 -0.36494 1.08841 -0.027 0.172 -0.008 0.37
H 0.82983 0.89205 1.34749 2.020 -2.435 -0.604 0.37
H 0.74908 -0.72749 -2.28173 0.022 -0.055 -0.043 0.37
H 2.08428 -1.47630 -1.38782 0.020 0.009 -0.052 0.40
```
Forces are in eV/Å.

## Properties
HOMO (Eh): -0.3351
Kohn-Sham gap (eV): 9.75

---

Entry 7:
C5H10O3 | ωB97M-V/def2-TZVPD

The geometry in XYZ format:
```
18
Properties=species:S:1:pos:R:3:forces:R:3:mulliken_charge:R:1
C 2.29668 -0.54983 -0.97090 0.387 0.072 0.229 -0.99
C 0.96884 -0.63933 -1.13943 -0.717 -0.140 0.561 0.15
C 0.84844 -0.41630 1.98562 1.085 0.284 1.092 -0.48
C -2.43931 -0.55066 -0.02070 -0.243 0.104 0.173 -0.63
C -0.08105 -0.75216 -0.18282 -0.214 -0.027 -1.738 0.62
O -0.15484 2.29061 -0.31609 -0.088 -0.106 0.292 -0.53
O -0.08857 -0.63256 1.10221 -0.960 -0.275 -0.423 -0.29
O -1.31552 -1.01046 -0.74335 0.741 0.047 0.379 -0.40
H 2.93621 -0.45790 -1.83189 0.075 -0.006 -0.135 0.25
H 2.78579 -0.57297 -0.01620 0.061 -0.001 0.196 0.20
H 0.58035 -0.63638 -2.14863 -0.071 -0.046 -0.048 0.31
H 1.86836 -0.20810 1.73372 0.064 -0.005 -0.357 0.20
H 0.47745 -0.24693 2.97897 -0.131 -0.031 0.054 0.28
H -0.16159 2.68961 -1.18828 0.004 0.131 -0.057 0.28
H -3.29424 -0.72170 -0.67276 0.007 0.028 0.086 0.25
H -2.34362 0.51685 0.20172 -0.027 -0.076 -0.018 0.26
H -2.57320 -1.10432 0.91410 -0.010 0.053 -0.105 0.26
H -0.31019 3.00252 0.31469 0.037 -0.006 -0.181 0.27
```
Forces are in eV/Å.

## Properties
HOMO (spin up / spin down) (Eh): -0.2321 / -0.2624
Kohn-Sham gap (spin up / spin down) (eV): 6.91 / 7.78

---

Entry 8:
C5H10O3 | ωB97M-V/def2-TZVPD

The geometry in XYZ format:
```
18
Properties=species:S:1:pos:R:3:forces:R:3:mulliken_charge:R:1
C 2.05947 0.06383 -0.47423 0.169 -0.013 -0.265 -1.30
C 0.80417 0.43823 -1.21366 -0.906 1.723 -0.896 0.81
O 0.84137 0.71353 -2.40705 -0.339 -0.518 1.574 -0.58
C -0.61830 0.67015 -0.40741 2.295 -0.619 -2.448 0.00
O -1.62346 0.84267 -1.39652 0.536 0.309 0.289 -0.58
C -0.87054 -0.57884 0.37578 -3.665 0.473 1.417 0.20
C -0.11580 -0.72403 1.68343 0.118 -0.010 0.121 -1.35
O -2.35261 -0.40865 0.79126 1.775 -0.542 -0.697 -0.61
H 2.05481 -1.00833 -0.26717 -0.004 0.113 0.292 0.29
H 2.93078 0.26735 -1.10310 -0.266 0.002 -0.051 0.36
H 2.15712 0.65654 0.43720 -0.119 -0.311 0.133 0.35
H -0.53210 1.57219 0.20117 0.102 -0.145 0.327 0.34
H -1.26389 1.47041 -2.05351 -0.153 -0.568 0.215 0.33
H -0.83914 -1.48472 -0.23328 0.187 0.135 -0.127 0.36
H 0.80742 -1.29473 1.56212 -0.079 0.138 0.016 0.33
H 0.11991 0.25101 2.12081 0.010 -0.083 -0.109 0.30
H -0.72922 -1.25237 2.41909 -0.053 0.012 -0.304 0.40
H -2.83000 -0.19425 -0.03493 0.391 -0.096 0.510 0.34
```
Forces are in eV/Å.

## Properties
SMILES string: CC(=O)[C@@H](O)[C@@H](C)O
HOMO (Eh): -0.3606
Kohn-Sham gap (eV): 10.59

---

Entry 9:
C5H10O3Sc | ωB97M-V/def2-TZVPD

The geometry in XYZ format:
```
19
Properties=species:S:1:pos:R:3:forces:R:3:mulliken_charge:R:1
O 3.12885 -0.07066 -1.18977 1.799 -0.175 1.818 -0.76
C 2.59954 0.15168 0.04631 -0.543 -0.642 -2.704 -0.53
C 1.80934 -1.14163 0.35105 -0.195 -0.794 0.292 -0.25
O 0.44632 -0.91882 0.69421 -0.879 0.314 1.193 -0.24
C -0.57455 -1.25867 -0.34790 -0.333 -0.137 -0.847 -0.12
C -1.83763 -0.53673 -0.12396 0.220 -0.707 0.877 -1.20
O -1.46377 0.89160 0.00308 0.523 0.880 0.508 -0.02
C -2.43237 1.81190 -0.43026 -0.743 0.459 -0.459 -0.70
Sc -0.06684 0.94207 1.50972 0.296 -1.106 -1.566 0.97
H 2.63493 1.27692 -0.07032 -3.142 1.282 -0.464 0.23
H 2.77579 0.42789 1.13338 2.909 -1.001 1.364 0.19
H 2.28056 -1.64515 1.21019 -0.146 0.335 0.077 0.27
H 1.83502 -1.93371 -0.41446 0.073 0.973 -0.404 0.35
H -0.73033 -2.34658 -0.29644 0.014 0.363 0.047 0.32
H -0.09214 -1.00704 -1.30511 -0.055 -0.003 0.318 0.40
H -2.26174 -0.81952 0.86177 -0.139 0.120 -0.153 0.24
H -2.03417 2.82510 -0.28189 -0.064 -0.150 -0.072 0.24
H -2.65227 1.65028 -1.49625 0.111 0.010 0.364 0.29
H -3.36452 1.70106 0.14667 0.294 -0.020 -0.189 0.30
```
Forces are in eV/Å.

## Properties
<S²>: 0.758
HOMO (spin up / spin down) (Eh): -0.2315 / -0.2323
Kohn-Sham gap (spin up / spin down) (eV): 4.35 / 4.45
Multiplicity: 2

---

Entry 10:
C5H10O3Sm | ωB97M-V/def2-TZVPD

The geometry in XYZ format:
```
19
Properties=species:S:1:pos:R:3:forces:R:3:mulliken_charge:R:1
C -2.83256 -1.14626 0.09565 0.089 0.258 0.173 -0.66
O -1.61942 -0.53807 -0.30016 -0.259 -0.476 0.382 -0.25
C -1.44900 0.84740 0.08302 0.905 0.170 -0.087 -0.32
C -0.18006 1.40532 -0.53970 -1.246 1.593 -0.662 -1.17
H -2.80100 -2.17083 -0.28962 -0.247 0.176 0.141 0.21
H -2.91562 -1.15692 1.19319 -0.097 -0.061 -0.261 0.30
H -3.67302 -0.58606 -0.34077 0.041 -0.266 0.135 0.27
H -1.51793 0.93633 1.17859 0.121 -0.495 0.074 0.30
H -2.34122 1.36771 -0.30379 0.379 0.005 -0.051 0.35
H -0.60904 2.41256 -0.67209 -0.517 0.460 -0.116 0.22
H 0.65980 1.99957 -0.94996 0.736 -2.037 0.311 0.46
O 1.75104 -1.76811 0.64719 1.357 1.276 1.573 -0.61
C 2.64737 -0.89157 0.92151 -0.854 -1.749 -1.316 0.21
C 2.85980 0.18321 -0.02273 -1.513 0.797 -0.513 -0.46
O 2.55339 -0.27636 -1.28378 -0.481 0.261 -0.481 -0.73
Sm 0.47763 -1.21184 -1.26768 0.862 0.782 -0.749 1.10
H 3.43994 -1.13347 1.64896 -0.674 0.277 0.550 0.35
H 3.89233 0.57433 0.06307 -0.593 0.456 0.166 0.31
H 1.65758 1.15306 0.13912 1.991 -1.427 0.730 0.12
```
Forces are in eV/Å.

## Properties
<S²>: 12.009
HOMO (spin up / spin down) (Eh): -0.2152 / -0.2170
Kohn-Sham gap (spin up / spin down) (eV): 5.46 / 5.35
Multiplicity: 7

---

What are the electronic energy values for these records? In order: -9439.6743, -18731.5238, -20276.0191, -20276.3360, -20273.7164, -11488.1270, -11485.2357, -11488.8519, -32179.9026, -29386.4376 eV.